ORCA calculation (ωB97M-V/def2-TZVPD) on 2 unconnected molecules or ions with the total composition C3H5IO.

Last column: Löwdin charge in e.
Element x y z (Å)
C: -1.507 -0.576 -0.036  -0.16
C: -0.488 -1.116 -0.471  -0.06
C: 1.089 0.897 -0.224  -0.72
O: 0.612 1.419 0.928  -0.10
I: 2.816 -0.266 -0.519  0.75
H: -2.520 -0.973 0.358  0.09
H: -1.392 0.449 0.271  0.03
H: -0.073 -2.069 -0.905  0.06
H: 0.995 1.490 -1.034  -0.01
H: 0.468 0.745 1.631  0.12

## Properties
**Relative energy (zero: lowest compared OMol25 entry of this formula, charge and spin)**: 4.619 eV
**Kohn-Sham gap (spin up / spin down)**: 8.28 / 7.96 eV
**Highest occupied orbital energy (spin up / spin down)**: -7.997 / -7.716 eV



ORCA calculation (ωB97M-V/def2-TZVPD) on 2 unconnected molecules or ions with the total composition C3H5IS.

Last column: Löwdin charge in e.
Element x y z (Å)
C: 0.800 1.292 -0.915  -0.82
C: 0.133 -0.633 0.713  -0.19
C: -0.231 0.672 -0.075  -0.89
S: 2.328 0.795 -1.004  0.72
I: -1.700 1.997 0.740  0.80
H: 0.310 2.073 -1.441  0.01
H: -0.839 -1.018 0.886  0.04
H: 0.605 -0.301 1.598  0.06
H: 0.721 -1.295 0.223  0.02
H: -1.072 -0.111 -1.295  0.23

## Properties
**Relative energy (zero: lowest compared OMol25 entry of this formula, charge and spin)**: 2.386 eV
**Kohn-Sham gap**: 8.05 eV
**Highest occupied orbital energy**: -9.017 eV



ORCA calculation (ωB97M-V/def2-TZVPD) on a molecular structure, C3H5InLiO3.

Last column: Mulliken spin population.
Element x y z (Å)
H: -2.181 2.010 0.128  0.01
O: 1.324 -0.303 -0.351  -0.02
C: 0.769 -1.356 0.400  -0.03
C: -0.734 -1.412 0.303  0.04
O: -1.305 -0.327 1.160  -0.02
C: -1.793 0.705 0.696  0.42
O: -2.022 1.007 -0.498  0.11
In: 2.134 1.104 0.407  0.51
Li: 1.486 -0.730 -2.151  -0.01
H: 1.055 -1.305 1.462  0.00
H: 1.122 -2.337 0.036  -0.01
H: -1.134 -2.332 0.738  0.00
H: -1.119 -1.260 -0.713  0.01

## Properties
**2S+1**: 2
**Relative energy (zero: lowest compared OMol25 entry of this formula, charge and spin)**: 0.844 eV
**Kohn-Sham gap (spin up / spin down)**: 3.82 / 7.61 eV
**Highest occupied orbital energy (spin up / spin down)**: -27.975 / -30.462 eV
**Net charge**: +4



ORCA calculation (ωB97M-V/def2-TZVPD) on a molecular structure, C3H5LiLuO3.

Last column: Löwdin charge in e.
Element x y z (Å)
O: -0.630 0.852 0.191  -0.13
C: -1.590 1.478 0.876  -0.33
C: -0.474 -0.588 0.293  -0.14
O: -2.139 2.437 0.406  0.13
O: 1.672 -0.180 -0.667  -0.79
C: 0.538 -0.988 -0.764  -0.37
H: -1.449 -1.069 0.142  0.15
H: -0.088 -0.813 1.295  0.14
H: 0.061 -0.925 -1.760  0.13
H: 0.770 -2.058 -0.600  0.12
H: -1.757 1.094 1.900  0.17
Li: 1.147 1.564 -0.456  0.66
Lu: 3.939 -0.805 -0.857  1.28

## Properties
**Kohn-Sham gap**: 7.21 eV
**Highest occupied orbital energy**: -11.131 eV
**Net charge**: +1



ORCA calculation (ωB97M-V/def2-TZVPD) on a molecular structure, C3H5LiNdO3.

Last column: Mulliken spin population.
Element x y z (Å)
H: -2.642 -1.011 -0.778  0.00
O: 1.192 -0.952 -0.153  -0.02
C: 1.153 0.455 -0.189  0.00
C: -0.075 1.087 0.432  0.00
O: -1.272 0.918 -0.382  0.00
C: -2.150 0.018 -0.140  -0.01
O: -1.814 -1.128 0.327  -0.01
Li: 2.662 -1.566 -1.056  0.00
Nd: -0.085 -2.418 0.881  3.04
H: 1.233 0.811 -1.231  0.00
H: 2.007 0.880 0.366  0.00
H: 0.062 2.172 0.468  0.00
H: -0.271 0.734 1.454  0.00

## Properties
**2S+1**: 4
**Kohn-Sham gap (spin up / spin down)**: 7.08 / 8.60 eV
**Highest occupied orbital energy (spin up / spin down)**: -22.579 / -22.612 eV
**Net charge**: +3



ORCA calculation (ωB97M-V/def2-TZVPD) on a molecular structure, C3H5LiO4Pm.

Last column: Mulliken spin population.
Element x y z (Å)
O: 0.402 -0.432 -0.061  0.00
C: 1.713 -0.147 -0.082  -0.01
C: -0.469 0.447 -0.643  0.09
O: 2.486 -1.071 0.317  -0.03
O: 2.169 0.886 -0.598  -0.09
C: -1.835 0.361 -0.100  0.01
Pm: 4.730 0.230 -0.252  4.13
H: -0.351 0.546 -1.727  0.01
H: -0.751 1.521 0.025  0.04
H: -2.356 -0.565 -0.482  0.11
H: -2.545 1.070 -0.596  0.05
Li: 2.071 -2.782 1.005  0.00
O: -2.208 0.208 1.536  0.71
H: -3.054 -0.271 1.657  -0.01

## Properties
**2S+1**: 6
**Kohn-Sham gap (spin up / spin down)**: 3.71 / 5.66 eV
**Highest occupied orbital energy (spin up / spin down)**: -24.886 / -24.661 eV
**Net charge**: +4



ORCA calculation (ωB97M-V/def2-TZVPD) on a molecular structure, C3H5LiO4Tl.

Last column: Mulliken spin population.
Element x y z (Å)
Tl: -3.333 1.246 0.852  0.16
O: -1.558 0.705 1.828  0.02
C: -0.793 -0.362 1.495  0.22
H: -1.080 -1.435 1.503  0.00
H: -0.090 -0.511 2.346  0.04
C: -0.911 -0.229 -0.393  0.18
O: 0.386 0.439 -0.576  -0.02
C: 1.340 -0.063 -1.331  0.11
O: 1.210 -0.857 -2.220  -0.07
O: 2.475 0.502 -0.886  -0.13
Li: 1.582 1.438 0.834  0.44
H: -1.357 0.049 -1.363  0.03
H: -1.067 -1.300 -0.572  0.01
H: 3.196 0.378 -1.517  0.03

## Properties
**2S+1**: 2
**Relative energy (zero: lowest compared OMol25 entry of this formula, charge and spin)**: 3.925 eV
**Kohn-Sham gap (spin up / spin down)**: 3.16 / 7.48 eV
**Highest occupied orbital energy (spin up / spin down)**: -3.771 / -7.571 eV



ORCA calculation (ωB97M-V/def2-TZVPD) on a molecular structure, C3H5MgO3Ru.

Last column: Mulliken spin population.
Element x y z (Å)
O: -0.891 -1.248 -1.754  0.32
C: 0.293 -0.736 -2.039  0.12
C: 0.934 0.113 -1.212  0.43
O: 0.231 0.484 -0.060  0.11
C: 1.008 0.807 1.086  0.01
Mg: -1.576 -0.570 -0.061  0.11
H: 0.784 -1.032 -2.976  0.01
H: 1.931 0.528 -1.338  0.02
H: 1.135 1.897 1.138  0.00
H: 1.984 0.302 1.048  0.00
Ru: -3.759 -0.292 2.666  4.76
O: -2.521 -0.729 1.510  0.10
H: 0.445 0.477 1.990  0.01

## Properties
**2S+1**: 7
**Kohn-Sham gap (spin up / spin down)**: 4.69 / 3.80 eV
**Highest occupied orbital energy (spin up / spin down)**: -8.534 / -11.644 eV
**Net charge**: +1



Listing strongest force on any atom for the structures above in their given order: 0.13430, 0.10163, 0.14326, 0.05085, 0.11927, 0.10519, 0.04087, 0.11466 hartree/bohr.
Listing DFT total energy for the structures above in their given order: -490.0432, -813.0656, -538.4048, -1585.8306, -910.7159, -1032.1970, -598.0800, -637.5888 hartree.